Density functional theory data (ωB97M-V/def2-TZVPD) for a 8-piece molecular cluster, C16H48N4O8 overall.

```
76
Properties=species:S:1:pos:R:3:lowdin_charge:R:1
N -2.9834 2.9375 -1.1970 0.1376
C -4.2294 2.9755 -0.8960 -0.6807
N -4.3504 3.3695 0.3200 0.1546
O -5.2804 2.6075 -1.7200 -0.1408
H -2.7934 2.4865 -2.1350 0.1229
H -2.1064 3.1465 -0.6270 0.0476
H -5.3124 3.2315 0.7120 0.1548
H -3.5294 3.4315 0.8680 0.0876
N 0.0846 5.5195 0.4650 0.1457
C 0.1556 4.2205 0.5650 -0.5473
N 1.3906 3.8945 0.7360 0.1876
O -0.9504 3.3935 0.3340 -0.1151
H -0.8644 5.7435 0.0700 0.1531
H 0.8416 6.2375 0.4120 0.1449
H 1.4986 2.9455 0.8450 0.0256
H 2.1846 4.6015 0.8080 0.1790
C 2.2266 -1.8635 -2.4410 -0.0347
C 3.2936 -2.5375 -1.5800 -0.5962
C 4.6436 -1.8405 -1.8460 -0.0304
O 3.0786 -2.5925 -0.3240 -0.0069
H 2.0086 -0.9065 -2.0320 0.0566
H 1.3786 -2.5375 -2.4090 0.0648
H 2.5036 -1.6685 -3.5290 0.1152
H 3.4176 -3.5165 -1.8920 0.1209
H 4.4016 -0.7895 -1.8150 0.0605
H 5.0236 -1.9275 -2.8560 0.0749
H 5.3996 -2.1365 -1.1020 0.0928
H 2.9856 -1.6885 -0.0260 0.0707
C 0.6016 -0.3035 1.7390 0.0248
C 1.7456 0.5405 1.1840 -0.6283
C 2.3936 1.4125 2.2100 -0.0449
O 2.5996 -0.0255 0.4980 0.0411
H 0.4166 -1.0245 0.9970 0.0437
H -0.3064 0.2865 1.7690 0.0644
H 0.7796 -0.7915 2.7070 0.1103
H 1.2656 1.2825 0.5560 0.1074
H 2.9376 0.8085 2.9250 0.1050
H 1.7326 1.9045 2.8080 0.0625
H 3.0516 2.1595 1.9300 0.0565
H 3.2366 0.6515 0.2120 0.1568
C -3.0394 -1.1705 1.0220 -0.0224
C -3.1954 0.2305 1.5480 -0.5950
C -2.9574 0.2675 3.0670 -0.0072
O -2.5254 1.1885 1.0990 -0.0239
H -3.2274 -1.2905 -0.0310 0.0693
H -3.6404 -1.9275 1.4590 0.0822
H -2.0164 -1.4885 1.0130 0.0396
H -4.2584 0.4705 1.3640 0.1517
H -3.5674 -0.2905 3.6440 0.0434
H -3.0234 1.2695 3.4030 0.0723
H -1.9284 0.0675 3.2890 0.0677
H -2.8854 1.5875 0.3060 0.0608
C -0.0114 -3.8365 0.3070 -0.0270
C 0.8486 -4.5255 1.3770 -0.6632
C 1.5946 -5.7765 0.8390 -0.0193
O 1.6706 -3.7765 1.8580 0.0259
H 0.7086 -3.3225 -0.3840 0.0649
H -0.6954 -3.0505 0.6870 0.0599
H -0.5954 -4.5205 -0.2780 0.0744
H 0.1286 -4.8845 2.1090 0.1399
H 1.9806 -6.4645 1.5570 0.0705
H 2.3406 -5.4915 0.1410 0.0632
H 0.9356 -6.3565 0.2600 0.0522
H 2.1186 -3.3765 1.0520 0.1062
C -0.4524 3.0455 -3.0440 -0.1214
O -1.4034 2.0515 -3.4520 -0.1248
H -0.1774 2.8585 -2.0230 0.0492
H -0.9054 3.9885 -3.2290 0.0806
H 0.4006 2.9075 -3.6300 0.0602
H -1.0694 1.2635 -3.0640 0.0104
C -0.9354 -0.7905 -1.8280 -0.1393
O -0.6964 0.4875 -1.2460 -0.1301
H -2.0264 -0.9995 -2.0140 0.1059
H -0.4954 -1.5965 -1.2530 0.0442
H -0.4474 -0.9065 -2.8000 0.0793
H -1.1244 0.5195 -0.3690 0.0547
```

The SMILES is NC(N)=O.NC(N)=O.CC(C)O.CC(C)O.CC(C)O.CC(C)O.CO.CO. Its energy above the lowest of the compared OMol25 structures with the same formula, charge and spin is 30.3 kcal/mol. The lowest unoccupied orbital energy is -0.356 eV.

***

Density functional theory data (ωB97M-V/def2-TZVPD) for a 2-piece molecular cluster, C19H35NO5 overall.

```
60
Properties=species:S:1:pos:R:3:lowdin_charge:R:1
C -0.2887 -3.2735 0.1089 -0.1104
O 0.6760 -2.4836 -0.5380 -0.1999
C 1.5192 -1.8017 0.3664 -0.2546
C 2.2083 -0.6466 -0.3304 -0.1581
C 1.3846 0.6446 -0.4762 -0.1863
C -0.0956 0.4126 -0.7533 -0.1946
C -0.9067 1.6775 -1.1045 -0.1939
C -0.3165 3.0083 -0.6434 -0.1954
C -0.3518 3.2997 0.8791 -0.1892
C -1.2406 2.3927 1.7281 -0.1977
C -0.8594 2.4612 3.2130 -0.1513
C 0.4447 1.7353 3.4700 -0.2938
C 0.4321 0.2567 3.9162 -0.0729
C 1.9092 0.1033 4.1614 0.0076
N 2.4463 1.2110 4.4637 0.0511
C 3.9892 1.4591 4.6720 -0.6543
O 4.2380 2.6463 4.5539 0.0464
O 4.5653 0.3957 4.8723 0.0277
C 1.4045 2.2544 4.5491 -0.0544
H -0.8568 -2.6815 0.8326 0.0832
H -0.9716 -3.6418 -0.6505 0.0821
H 0.1712 -4.1220 0.6226 0.0889
H 2.2716 -2.5022 0.7486 0.1247
H 0.9440 -1.4570 1.2368 0.0967
H 3.1091 -0.4235 0.2421 0.1122
H 2.5286 -1.0036 -1.3089 0.1174
H 1.8162 1.1943 -1.3122 0.1166
H 1.5397 1.2416 0.4250 0.0935
H -0.5449 -0.0890 0.1083 0.0901
H -0.1591 -0.2911 -1.5786 0.0894
H -1.9231 1.5757 -0.7238 0.1070
H -0.9976 1.7101 -2.1883 0.0929
H -0.8589 3.8057 -1.1514 0.1043
H 0.7113 3.0977 -0.9861 0.0958
H -0.7309 4.3131 1.0192 0.1084
H 0.6709 3.3209 1.2583 0.0993
H -1.1667 1.3482 1.4325 0.0910
H -2.2672 2.7423 1.6340 0.1181
H -0.7864 3.5024 3.5280 0.1205
H -1.6509 1.9895 3.7970 0.1169
H 1.0720 1.6968 2.5746 0.1237
H -0.0846 0.0986 4.8658 0.1356
H 0.1097 -0.4507 3.1561 0.1044
H 2.5137 -0.7848 4.0589 0.1510
H 0.9432 2.0619 5.5235 0.1423
H 1.7665 3.2692 4.4893 0.1330
O -1.0152 -0.1527 -3.8648 0.1042
C -1.3041 -1.1804 -4.4116 -0.5116
O -2.5444 -1.3070 -4.9266 0.0026
C -2.9251 -2.4068 -5.7595 -0.2368
C -3.4110 -3.5940 -4.9551 -0.0634
C -0.3538 -2.3542 -4.4546 0.0227
H -2.1127 -2.6768 -6.4347 0.1107
H -3.7320 -2.0134 -6.3753 0.1227
H -2.6198 -4.0058 -4.3287 0.0664
H -3.7635 -4.3812 -5.6218 0.0814
H -4.2320 -3.2941 -4.3044 0.0832
H -0.5389 -2.9833 -3.5840 0.0877
H 0.6578 -1.9652 -4.3856 0.0924
H -0.4320 -2.9586 -5.3548 0.0729
```

The lowest unoccupied orbital energy is 0.093 eV.

***

Density functional theory data (ωB97M-V/def2-TZVPD) for an isolated ion of composition C10H12N3O2 and charge -1.

```
27
Properties=species:S:1:pos:R:3:lowdin_charge:R:1
C -0.0118 1.6447 0.3989 -0.0313
C 0.5963 0.2585 0.0296 -0.5651
C 1.8009 0.3306 -0.9594 -0.0607
C 1.0613 -0.5257 1.3162 -0.0636
C -0.4150 -0.5947 -0.6054 -0.0741
N -0.3273 -1.8483 -1.0594 -0.0570
N -1.3954 -2.5948 -1.3393 0.0321
C -2.4834 -1.9122 -1.0382 -0.3309
C -3.9034 -2.0509 -0.9466 0.0085
C -4.4136 -0.8649 -0.5496 -0.1870
C -5.7725 -0.2531 -0.4447 -0.6787
O -5.7570 0.9375 -0.0238 -0.0851
O -6.7540 -0.9799 -0.7421 -0.0631
N -3.3721 0.0533 -0.2766 0.1056
C -2.2921 -0.6803 -0.4656 -0.0729
H 0.4326 2.3366 1.0618 0.0592
H -0.1466 2.1732 -0.6361 0.1263
H -0.9514 1.4427 0.6875 0.0155
H 2.1404 -0.6163 -1.1405 0.0220
H 1.6491 0.6521 -2.0077 0.0933
H 2.5425 0.9734 -0.4945 0.0816
H 0.2307 -1.2683 1.7130 0.1136
H 1.9650 -1.2151 1.0870 0.0849
H 1.3435 0.2667 2.1176 0.0889
H 0.5848 -2.3561 -1.0377 0.1664
H -4.5556 -2.9561 -1.1967 0.1308
H -3.7600 0.8314 0.2591 0.1407
```

As for the total charge: -1. The SMILES is CC(C)(C)c1[nH]nc2cc(C(=O)[O-])[nH]c12. Its energy above the lowest of the compared OMol25 structures with the same formula, charge and spin is 96.3 kcal/mol. The lowest unoccupied orbital energy is 2.668 eV.